[1]
C5H8O2 | ωB97M-V/def2-TZVPD

Structure (XYZ):
```
15
Properties=species:S:1:pos:R:3:nbo_charge:R:1
O 2.12 -0.62 -0.35 -0.54
C 1.00 -0.20 -0.17 0.64
C 0.54 1.18 -0.53 -0.54
C -0.93 0.80 -0.71 0.08
C -1.32 0.13 0.61 -0.43
C -0.36 -0.93 0.02 -0.02
O -0.82 -0.53 -1.31 -0.50
H 1.91 -1.55 0.91 0.10
H 1.43 -1.50 1.58 -0.15
H 0.75 1.90 0.27 0.24
H 1.08 1.45 -1.43 0.25
H -1.57 1.48 -1.27 0.21
H -1.09 0.61 1.56 0.21
H -2.35 -0.24 0.58 0.23
H -0.40 -1.99 0.24 0.23
```

Output
Relative energy (zero: lowest compared OMol25 entry of this formula, charge and spin) in eV: 3.9507
E_LUMO in hartree: 0.034
E_tot in eV: -9405.88146
Net charge: 0
Frontier orbital gap in eV: 10.462

[2]
C5H8O2 | ωB97M-V/def2-TZVPD

Structure (XYZ):
```
15
Properties=species:S:1:pos:R:3:nbo_charge:R:1
O -1.26 -1.79 -1.62 -0.71
C -1.01 -0.43 -1.35 -0.08
C -0.67 -0.27 0.10 0.08
O 0.47 -1.08 0.45 -0.54
C 0.92 -0.02 1.30 0.09
C 1.43 1.10 0.46 -0.44
C -0.05 0.97 0.72 -0.29
H -0.51 -2.28 -1.26 0.48
H -0.19 -0.03 -1.97 0.16
H -1.92 0.14 -1.58 0.18
H -1.50 -0.60 0.73 0.18
H 1.08 -0.27 2.34 0.20
H 1.88 0.87 -0.51 0.22
H 1.89 1.93 0.99 0.23
H -0.60 1.75 1.23 0.22
```

Output
Relative energy (zero: lowest compared OMol25 entry of this formula, charge and spin) in eV: 2.6906
E_LUMO in hartree: 0.039
E_tot in eV: -9407.14162
Net charge: 0
Frontier orbital gap in eV: 10.790

[3]
C5H8O2 | ωB97M-V/def2-TZVPD

Structure (XYZ):
```
15
Properties=species:S:1:pos:R:3:nbo_charge:R:1
O -1.66 -2.27 -0.28 -0.50
C -1.34 -1.16 0.02 0.65
C -2.00 0.38 -0.13 -0.51
C -0.57 0.79 -0.42 -0.43
C 0.10 -0.29 0.37 -0.32
C 1.61 -0.44 0.03 -0.07
O 2.39 0.56 0.71 -0.73
H -2.74 0.74 -0.87 0.23
H -2.34 0.72 0.86 0.22
H -0.14 1.71 -0.06 0.23
H -0.38 0.66 -1.50 0.20
H 0.04 -0.01 1.44 0.22
H 1.96 -1.43 0.32 0.17
H 1.75 -0.30 -1.05 0.16
H 3.33 0.35 0.56 0.47
```

Output
Relative energy (zero: lowest compared OMol25 entry of this formula, charge and spin) in eV: 2.3504
E_LUMO in hartree: 0.031
E_tot in eV: -9407.48173
Net charge: 0
Structure (SMILES): O=C1CC[C@@H]1CO
Frontier orbital gap in eV: 10.391

[4]
C5H8O2 | ωB97M-V/def2-TZVPD

Structure (XYZ):
```
15
Properties=species:S:1:pos:R:3:nbo_charge:R:1
C 0.50 0.73 -1.67 -0.64
C -0.25 -0.33 -0.90 0.08
O 0.64 -1.40 -0.48 -0.51
C 0.23 -1.24 0.87 0.07
C 0.56 0.14 1.38 -0.48
C -0.67 -0.10 0.56 0.19
O -1.97 0.14 0.97 -0.68
H 1.10 1.36 -1.01 0.21
H 1.19 0.24 -2.36 0.23
H -0.17 1.38 -2.25 0.21
H -1.09 -0.75 -1.47 0.19
H 0.13 -2.12 1.50 0.21
H 1.40 0.69 0.97 0.22
H 0.40 0.28 2.45 0.23
H -2.00 0.98 1.44 0.48
```

Output
Relative energy (zero: lowest compared OMol25 entry of this formula, charge and spin) in eV: 2.5284
E_LUMO in hartree: 0.029
E_tot in eV: -9407.30382
Net charge: 0
Frontier orbital gap in eV: 9.885

[5]
C5H8O2S | ωB97M-V/def2-TZVPD

Structure (XYZ):
```
16
Properties=species:S:1:pos:R:3:nbo_charge:R:1
C 1.65 -0.30 1.39 -0.50
C 1.97 -0.29 0.12 0.26
C 2.67 -1.30 -0.59 -0.67
O 1.46 0.81 -0.75 -0.54
C 0.35 1.48 -0.06 0.19
O -0.80 0.89 0.36 -0.51
C -1.60 0.12 -0.41 0.03
S -2.94 -0.70 0.01 0.02
H 0.92 0.56 1.90 0.22
H 2.02 -1.02 2.25 0.23
H 2.11 -1.96 -1.35 0.24
H 3.47 -0.52 -1.04 0.24
H 3.08 -2.04 0.14 0.24
H 0.78 2.22 0.71 0.20
H 0.21 2.18 -0.94 0.18
H -0.92 -0.07 -1.40 0.18
```

Output
Relative energy (zero: lowest compared OMol25 entry of this formula, charge and spin) in eV: 4.1963
E_LUMO in hartree: -0.001
E_tot in eV: -20240.73199
Net charge: 0
Structure (SMILES): C=C(C)OCOC=S
Frontier orbital gap in eV: 9.143

[6]
C5H8O2S | ωB97M-V/def2-TZVPD

Structure (XYZ):
```
16
Properties=species:S:1:pos:R:3:nbo_charge:R:1
C -1.91 -1.81 0.00 -0.76
S -1.87 0.01 0.22 0.19
C -0.19 0.07 0.87 -0.14
O 0.28 1.30 1.27 -0.50
C 0.79 1.97 0.11 -0.08
C 1.44 0.82 -0.80 -0.56
C 0.81 -0.41 -0.18 0.58
O 1.12 -1.55 -0.41 -0.53
H -2.95 -2.20 -0.27 0.24
H -1.44 -2.38 0.88 0.23
H -1.30 -1.99 -0.91 0.23
H -0.15 -0.64 1.77 0.22
H 1.46 2.74 0.45 0.20
H -0.04 2.49 -0.47 0.18
H 1.33 0.86 -1.84 0.25
H 2.59 0.70 -0.69 0.25
```

Output
Relative energy (zero: lowest compared OMol25 entry of this formula, charge and spin) in eV: 1.1671
E_LUMO in hartree: 0.027
E_tot in eV: -20243.76115
Net charge: 0
Structure (SMILES): CS[C@@H]1OCCC1=O
Frontier orbital gap in eV: 9.537

[7]
C5H8O2S | ωB97M-V/def2-TZVPD

Structure (XYZ):
```
16
Properties=species:S:1:pos:R:3:nbo_charge:R:1
C 1.58 -1.21 -0.08 -0.05
C 0.13 -0.69 0.17 -0.35
C -0.45 -0.38 1.64 0.09
C -0.57 1.06 1.23 -0.51
C -0.19 0.71 -0.30 -0.10
H 0.58 -1.07 -1.91 0.47
H 1.82 -2.15 0.43 0.18
H 2.39 -0.58 0.43 0.17
H -0.66 -1.34 -0.41 0.23
H 0.21 -0.74 2.40 0.20
H -2.50 -0.88 1.56 0.47
H -1.73 1.35 1.36 0.24
H 0.16 1.85 1.82 0.26
O 1.73 -1.26 -1.49 -0.70
O -1.68 -1.14 1.96 -0.74
S -0.23 1.61 -1.59 0.14
```

Output
Relative energy (zero: lowest compared OMol25 entry of this formula, charge and spin) in eV: 4.2987
E_LUMO in hartree: -0.017
E_tot in eV: -20240.62956
Net charge: 0
Frontier orbital gap in eV: 8.347

[8]
C5H8O2S | ωB97M-V/def2-TZVPD

Structure (XYZ):
```
16
Properties=species:S:1:pos:R:3:nbo_charge:R:1
C 0.70 0.54 1.23 0.09
C 0.39 -0.98 1.22 -0.49
C -0.97 -0.54 0.71 0.09
C -0.59 -0.92 -1.50 -0.24
C -0.55 0.91 0.42 -0.37
H 2.72 0.90 1.68 0.48
H 0.38 0.76 2.28 0.17
H 0.41 -1.60 2.18 0.22
H 1.02 -1.63 0.56 0.23
H -1.82 -0.42 1.54 0.21
H 0.20 -1.63 -1.24 0.17
H -1.16 -1.29 -2.37 0.22
H -1.12 1.90 0.65 0.25
O 2.04 0.80 0.80 -0.72
O -1.60 -1.12 -0.44 -0.51
S 0.13 0.71 -1.29 0.19
```

Output
Relative energy (zero: lowest compared OMol25 entry of this formula, charge and spin) in eV: 3.4012
E_LUMO in hartree: 0.019
E_tot in eV: -20241.52705
Net charge: 0
Frontier orbital gap in eV: 9.102